(1)
Computed, not measured: a molecular structure, C13H17NO4PmS3 at a distorted geometry, with the ωB97M-V functional and the def2-TZVPD basis.

Summary:
Gap between HOMO and LUMO (alpha / beta) ... 7.6 / 7.7 eV
Total charge ... +3
LUMO energy (alpha / beta) ... -11.24 / -11.21 eV
HOMO level (alpha / beta) ... -18.89 / -18.89 eV
Multiplicity ... 5
Expectation value of S² ... 6.006

```
39
C13H17NO4PmS3 (the ωB97M-V functional and the def2-TZVPD basis)
Pm -0.491 -0.086 -0.157
S -0.188 1.684 -2.372
S 1.429 2.073 0.752
S 2.274 -0.747 -1.279
O -0.354 -2.409 -0.678
O -3.516 1.519 2.679
O -0.728 -4.558 0.188
O -1.909 1.234 1.133
N -2.156 -1.393 1.071
C 3.381 0.582 -0.724
C 1.843 -0.326 -2.989
C 1.286 1.063 -3.376
C -2.840 -0.765 1.999
C -2.336 -3.514 2.214
C -2.776 0.724 1.866
C -3.375 -1.434 3.109
C -0.852 -3.181 0.190
C -3.092 -2.798 3.238
C 1.558 3.229 -0.692
C 3.028 1.240 0.624
C -1.813 -2.687 1.201
C 0.315 3.335 -1.540
H 3.564 1.314 -1.491
H -0.577 3.595 -1.022
H 1.027 -1.063 -3.243
H 2.992 0.400 1.296
H 0.879 1.084 -4.401
H -4.334 0.953 2.933
H -3.520 -3.347 4.079
H 0.450 3.990 -2.420
H -2.170 -4.566 2.263
H 3.792 1.968 0.929
H 2.091 1.794 -3.377
H 2.468 3.160 -1.303
H -4.009 -0.921 3.902
H 2.758 -0.428 -3.600
H 4.260 -0.037 -0.609
H 0.066 -4.820 -0.311
H 1.578 4.137 -0.083
```

Results of the Löwdin charge analysis, in e, for atoms 1 through 5:
1. Pm 1.6772
2. S 0.8007
3. S 0.8651
4. S 0.8678
5. O -0.1018


(2)
Computed, not measured: a single C13H17NO5 molecule at a distorted geometry, with the ωB97M-V functional and the def2-TZVPD basis.

Summary:
Energy above the lowest of the compared OMol25 structures with the same formula, charge and spin ... 93.8 kcal/mol
Gap between HOMO and LUMO ... 9.3 eV
Total charge ... 0
SMILES ... O=C(CC/C=N/O)c1ccc(OC(CO)CO)cc1
LUMO energy ... 0.19 eV
HOMO level ... -9.13 eV

```
36
C13H17NO5 (the ωB97M-V functional and the def2-TZVPD basis)
O -2.439 0.683 -1.822
O -3.833 1.685 -4.882
O -1.555 2.724 -3.521
O 4.263 1.182 5.910
O 2.154 -2.650 1.182
N 4.010 0.514 4.655
C -2.447 0.487 -3.255
C 1.515 -1.669 1.552
C -3.868 0.824 -3.749
C -0.879 -1.163 -1.365
C -1.574 -0.015 -0.989
C 3.245 -1.456 3.461
C 0.089 -1.714 -0.514
C -0.432 -0.098 1.196
C 0.346 -1.186 0.766
C 1.932 -0.907 2.815
C -1.309 1.331 -3.815
C 3.666 -0.723 4.739
C -1.393 0.481 0.324
H 4.047 -1.401 2.733
H -0.353 1.042 -3.396
H -4.479 1.338 -3.016
H 3.123 -2.546 3.675
H -1.938 1.340 0.573
H 4.845 1.954 5.811
H 1.165 -0.884 3.570
H 0.631 -2.571 -0.866
H -4.376 -0.103 -4.027
H 2.120 0.129 2.503
H -0.323 0.433 2.153
H -3.366 2.524 -4.705
H -1.265 1.201 -4.924
H 3.626 -1.283 5.639
H -1.103 -1.700 -2.310
H -1.642 2.739 -2.567
H -2.203 -0.540 -3.534
```

Results of the Löwdin charge analysis, in e, for atoms 1 through 5:
1. O -0.0394
2. O -0.0784
3. O -0.0551
4. O -0.0923
5. O 0.0731


(3)
Computed, not measured: 2 unconnected molecules or ions with the total composition C13H17O2 at a distorted geometry, with the ωB97M-V functional and the def2-TZVPD basis.

Summary:
Energy above the lowest of the compared OMol25 structures with the same formula, charge and spin ... 18.4 kcal/mol
Gap between HOMO and LUMO ... 7.6 eV
Total charge ... +1
LUMO energy ... -4.51 eV
HOMO level ... -12.11 eV

```
32
C13H17O2 (the ωB97M-V functional and the def2-TZVPD basis)
O -0.030 -2.173 0.480
O -1.082 0.483 0.226
C 2.176 3.580 2.295
C 0.120 -3.342 0.262
C -1.381 -1.057 -1.617
C 0.727 1.970 0.591
C 2.672 3.339 1.085
C 1.002 2.999 2.702
C 0.420 -3.932 -1.030
C 1.908 2.554 0.195
C -0.166 1.303 -0.398
C -0.244 1.586 -1.686
C 0.310 2.186 1.901
C -1.623 -0.586 -0.237
C -2.761 -1.067 0.565
H -1.013 1.175 -2.400
H 3.604 3.594 0.626
H -0.461 -0.727 -1.840
H 2.808 4.097 3.009
H 1.490 -4.121 -1.110
H -0.452 1.591 2.415
H -2.156 -0.648 -2.346
H -2.488 -1.538 1.530
H 0.325 -4.016 1.176
H 2.226 2.619 -0.834
H 0.488 2.312 -2.128
H -1.529 -2.085 -1.714
H 0.079 -3.240 -1.829
H -3.337 -1.947 0.102
H 0.577 3.045 3.696
H -3.564 -0.404 0.958
H 0.148 -5.021 -1.161
```

Results of the Löwdin charge analysis, in e, for atoms 1 through 5:
1. O 0.0392
2. O 0.1201
3. C -0.0776
4. C -0.2828
5. C -0.0001


(4)
Computed, not measured: 2 unconnected molecules or ions with the total composition C13H17OP at a distorted geometry, with the ωB97M-V functional and the def2-TZVPD basis.

Summary:
Energy above the lowest of the compared OMol25 structures with the same formula, charge and spin ... 125.7 kcal/mol
Gap between HOMO and LUMO ... 7.8 eV
Total charge ... 0
SMILES ... C1#CC\C=C/C=C\C=C/1.CC(C)(C)P=O
LUMO energy ... -0.32 eV
HOMO level ... -8.16 eV

```
32
C13H17OP (the ωB97M-V functional and the def2-TZVPD basis)
P 0.744 2.347 0.337
O -0.338 2.919 1.144
C -1.446 -2.119 -2.992
C -0.568 0.105 -4.008
C -1.111 1.267 -3.289
C 1.721 1.170 1.566
C -0.613 -1.922 -0.504
C -1.078 1.610 -1.975
C -1.389 -2.432 -1.702
C 2.391 2.091 2.541
C -0.688 -0.523 -0.653
C -0.723 -1.219 -3.853
C -0.697 0.641 -0.977
C 2.659 0.257 0.704
C 0.768 0.233 2.235
H 3.089 1.540 3.261
H 2.088 -0.259 0.006
H 3.109 2.970 2.275
H 0.425 -2.162 -0.394
H -0.433 -1.740 -4.747
H 3.436 -0.374 1.200
H -1.999 -3.209 -1.269
H -1.067 -2.224 0.439
H 3.254 0.871 -0.034
H -1.401 2.604 -1.741
H -1.279 2.205 -4.048
H 1.308 -0.722 2.607
H -0.176 0.452 -4.998
H 0.013 -0.155 1.584
H -2.012 -2.674 -3.638
H 1.598 2.667 3.149
H 0.132 0.705 3.016
```

Results of the Löwdin charge analysis, in e, for atoms 1 through 5:
1. P 0.9554
2. O -0.4446
3. C -0.0840
4. C -0.1027
5. C -0.0972


(5)
Computed, not measured: a single C13H18Br4N2O2 molecule at a distorted geometry, with the ωB97M-V functional and the def2-TZVPD basis.

Summary:
Gap between HOMO and LUMO ... 7.6 eV
Total charge ... 0
SMILES ... C[C@@]1(C(=O)NCCCNC(=O)[C@@]2(C)CC2(Br)Br)CC1(Br)Br
LUMO energy ... -0.48 eV
HOMO level ... -8.08 eV

```
39
C13H18Br4N2O2 (the ωB97M-V functional and the def2-TZVPD basis)
Br -4.845 -1.607 0.935
Br 2.419 -0.807 -1.407
Br 4.902 -1.221 0.897
Br -3.153 1.240 0.727
O -2.314 0.373 -2.966
O 0.809 0.617 1.042
N -0.885 1.044 -1.335
N 1.402 2.696 0.399
C 1.752 1.312 0.731
C 3.631 -0.004 0.112
C 3.292 1.231 0.730
C -2.253 -0.982 -1.028
C -1.912 0.188 -1.973
C 3.790 1.377 2.186
C 0.119 3.228 -0.019
C -1.767 -1.393 0.288
C -0.155 1.737 -2.174
C -2.950 -0.521 0.228
C -0.309 3.357 -1.317
C 4.045 1.325 -0.486
C -2.935 -2.066 -1.810
H 3.680 1.858 -1.253
H -2.203 -2.477 -2.458
H 3.581 2.214 2.472
H -0.594 2.175 -3.014
H -1.847 -2.588 0.423
H -3.679 -1.632 -2.762
H 5.003 1.700 -0.057
H 0.217 3.887 -1.934
H 4.684 1.073 2.379
H -0.515 0.672 -0.574
H 0.101 4.366 0.470
H 2.276 3.289 0.093
H -1.003 -0.958 0.771
H 3.192 0.897 2.870
H -1.349 3.602 -1.341
H -3.472 -2.818 -1.036
H -0.566 2.582 0.569
H 0.851 1.605 -2.177
```

Results of the Löwdin charge analysis, in e, for atoms 1 through 5:
1. Br 0.3670
2. Br 0.6728
3. Br 0.7633
4. Br 0.8414
5. O 0.2265


(6)
Computed, not measured: 2 unconnected molecules or ions with the total composition C13H18F5NO2 at a distorted geometry, with the ωB97M-V functional and the def2-TZVPD basis.

Summary:
Gap between HOMO and LUMO ... 6.7 eV
Total charge ... 0
LUMO energy ... -0.93 eV
HOMO level ... -7.59 eV

```
39
C13H18F5NO2 (the ωB97M-V functional and the def2-TZVPD basis)
F -1.994 2.889 -1.046
F 2.234 -2.573 -1.006
F 0.570 -2.800 0.360
F 0.811 -4.173 -1.292
F 1.537 3.731 4.109
O -0.110 -2.389 -3.180
O 0.318 -0.688 -1.684
N -1.396 0.061 0.976
C -1.978 0.539 -0.282
C -0.209 1.858 0.330
C 0.298 1.750 3.588
C -1.710 2.068 -0.062
C 0.303 0.528 2.648
C 0.000 -1.957 -1.804
C 2.126 -3.059 -4.003
C 0.946 -2.098 -4.073
C -2.450 2.368 1.218
C 0.928 -2.869 -0.951
C 1.099 2.949 3.072
C -3.086 2.563 2.215
C -0.424 0.790 1.375
H 1.953 2.620 2.477
H 2.792 -2.817 -3.178
H 1.786 -4.086 -3.873
H 0.224 1.325 -0.539
H -1.387 0.200 -1.123
H -3.685 2.390 3.072
H 2.717 -2.993 -4.919
H 1.272 -1.058 -3.991
H -1.008 -2.258 -1.427
H 0.393 2.730 0.547
H 0.430 3.584 2.493
H -0.726 2.092 3.729
H 0.500 -2.201 -5.067
H -3.058 0.424 -0.311
H 0.678 1.471 4.572
H -0.269 -0.244 3.168
H 1.300 0.123 2.472
H -1.790 -0.739 1.450
```

Results of the Löwdin charge analysis, in e, for atoms 1 through 5:
1. F 0.1368
2. F 0.1235
3. F 0.0852
4. F 0.1162
5. F -0.0307